(1)
C36H70FNO21S8 | wB97M-V/def2-TZVPD

XYZ file:
```
137
Properties=species:S:1:pos:R:3:lowdin_charge:R:1
C -4.79 -3.22 0.11 0.05
N -4.82 -1.90 0.76 -0.40
O -5.82 -1.52 1.35 0.07
O -3.75 -1.31 0.83 0.05
H -4.50 -4.00 0.82 0.10
H -4.08 -3.25 -0.71 0.10
H -5.78 -3.48 -0.25 0.10
C 2.03 0.99 -5.58 -0.20
C 2.84 1.98 -4.71 -0.21
C 4.26 1.39 -4.65 -0.22
S 4.07 -0.41 -4.62 0.69
O 4.26 -1.01 -3.32 -0.34
O 4.80 -0.95 -5.75 -0.32
C 2.31 -0.39 -4.99 -0.22
H 2.47 1.09 -6.57 0.12
H 0.99 1.27 -5.72 0.11
H 2.41 2.09 -3.71 0.08
H 2.91 3.01 -5.07 0.11
H 4.79 1.73 -3.76 0.07
H 4.87 1.61 -5.52 0.11
H 1.79 -0.36 -4.02 0.10
H 2.05 -1.28 -5.55 0.09
C 0.02 -7.28 2.60 -0.19
C -0.80 -6.53 3.68 -0.20
C -1.69 -5.59 2.91 -0.22
S -0.73 -4.91 1.51 0.66
O -0.13 -3.66 1.89 -0.33
O -1.49 -4.97 0.28 -0.33
C 0.53 -6.24 1.59 -0.21
H -0.54 -8.03 2.06 0.12
H 0.93 -7.65 3.07 0.12
H -0.21 -6.04 4.45 0.12
H -1.36 -7.30 4.22 0.12
H -2.07 -4.71 3.43 0.09
H -2.56 -6.07 2.45 0.10
H 1.47 -5.73 1.79 0.11
H 0.61 -6.64 0.58 0.09
C 4.29 -0.33 -0.16 -0.21
C 5.31 0.62 0.47 -0.19
C 4.60 1.34 1.64 -0.19
S 3.15 0.31 2.18 0.71
O 1.90 0.95 1.80 -0.32
O 3.45 -0.07 3.53 -0.32
C 3.52 -1.00 0.98 -0.21
H 4.80 -1.00 -0.84 0.11
H 3.57 0.27 -0.74 0.09
H 5.71 1.38 -0.19 0.09
H 6.05 -0.08 0.88 0.12
H 4.32 2.38 1.47 0.08
H 5.32 1.40 2.46 0.10
H 2.60 -1.56 0.78 0.09
H 4.13 -1.72 1.53 0.11
C -6.71 0.64 -1.13 -0.21
C -7.14 1.36 0.11 -0.23
C -5.94 1.77 0.91 -0.22
S -4.74 2.37 -0.33 0.70
O -3.43 1.88 0.02 -0.34
O -4.96 3.77 -0.62 -0.32
C -5.47 1.37 -1.71 -0.19
H -7.51 0.60 -1.87 0.12
H -6.37 -0.37 -0.88 0.09
H -7.85 0.79 0.72 0.12
H -7.70 2.26 -0.18 0.12
H -5.33 0.98 1.34 0.07
H -6.02 2.59 1.62 0.11
H -4.67 0.68 -1.97 0.09
H -5.76 1.98 -2.56 0.10
C -0.15 5.24 0.99 -0.22
C 0.39 4.65 2.27 -0.21
C -0.66 4.81 3.38 -0.19
S -2.27 4.94 2.54 0.70
O -2.72 6.31 2.73 -0.32
O -3.12 3.81 2.82 -0.33
C -1.56 4.71 0.88 -0.22
H 0.40 5.04 0.07 0.08
H -0.17 6.33 0.97 0.13
H 1.30 5.13 2.63 0.11
H 0.76 3.62 2.19 0.10
H -0.58 5.73 3.94 0.10
H -0.80 3.91 3.99 0.09
H -2.28 5.01 0.11 0.11
H -1.52 3.65 0.62 0.09
C -2.44 -0.67 3.45 -0.22
C -3.60 -1.36 4.16 -0.22
C -4.09 -0.47 5.31 -0.20
S -3.82 1.24 4.73 0.70
O -3.30 1.97 5.88 -0.33
O -5.04 1.65 4.07 -0.33
C -2.52 0.86 3.48 -0.20
H -2.27 -0.99 2.42 0.07
H -1.50 -0.87 3.98 0.12
H -3.25 -2.30 4.57 0.10
H -4.39 -1.53 3.42 0.09
H -3.37 -0.64 6.12 0.10
H -5.08 -0.60 5.73 0.10
H -1.62 1.37 3.81 0.09
H -2.80 1.34 2.54 0.07
C 2.49 4.86 -1.48 -0.19
C 3.51 4.24 -0.48 -0.22
C 4.76 3.74 -1.20 -0.21
S 5.05 4.99 -2.51 0.72
O 5.31 4.24 -3.74 -0.35
O 5.88 6.08 -2.05 -0.32
C 3.30 5.62 -2.55 -0.19
H 1.74 5.48 -1.02 0.09
H 2.03 4.03 -2.03 0.09
H 2.97 3.49 0.09 0.09
H 3.71 5.06 0.21 0.12
H 4.63 2.78 -1.70 0.08
H 5.62 3.61 -0.54 0.10
H 2.94 5.62 -3.57 0.10
H 3.46 6.68 -2.32 0.09
C 1.17 -3.83 -1.77 -0.20
C 0.60 -5.16 -2.34 -0.19
C 1.56 -5.73 -3.39 -0.21
S 2.78 -4.45 -3.82 0.69
O 2.25 -3.60 -4.86 -0.31
O 4.04 -5.15 -3.97 -0.32
C 2.64 -3.71 -2.15 -0.20
H 0.95 -3.68 -0.72 0.08
H 0.61 -3.06 -2.29 0.11
H -0.39 -5.02 -2.77 0.11
H 0.53 -5.94 -1.58 0.08
H 1.19 -6.10 -4.34 0.10
H 2.20 -6.49 -2.94 0.09
H 3.14 -2.75 -2.07 0.08
H 3.29 -4.36 -1.56 0.11
C -0.67 0.24 0.34 -0.07
C -0.12 -0.94 -0.44 -0.28
O 1.05 -0.37 -1.00 0.11
C 0.95 0.98 -1.03 -0.56
O 1.72 1.68 -1.60 0.15
O -0.14 1.35 -0.36 0.10
F -1.05 -1.35 -1.36 0.06
H -0.35 0.22 1.39 0.12
H -1.75 0.35 0.39 0.10
H 0.10 -1.82 0.17 0.13
```

As for the maximum force: 2.84 eV/A. The calculation puts the HOMO-LUMO gap at 9.117 eV. The energy comes out at -6333.6828 Eh. As for the structure (SMILES): O=C1OC[C@@H](F)O1.C[N+](=O)[O-].O=S1(=O)CCCC1.O=S1(=O)CCCC1.O=S1(=O)CCCC1.O=S1(=O)CCCC1.O=S1(=O)CCCC1.O=S1(=O)CCCC1.O=S1(=O)CCCC1.O=S1(=O)CCCC1. The LUMO energy is -0.0273 Eh.

=====

(2)
C9H7N5O | wB97M-V/def2-TZVPD

XYZ file:
```
22
Properties=species:S:1:pos:R:3:lowdin_charge:R:1
N 3.90 -0.82 -0.21 0.11
N 0.11 1.64 -0.82 0.08
N 1.44 1.70 -1.02 0.09
O -2.67 -0.31 0.79 0.03
C 2.77 -1.32 0.18 -0.40
C -3.99 0.07 0.74 -0.09
C -4.10 1.23 0.03 -0.06
C -2.78 1.59 -0.38 -0.02
C -1.93 0.62 0.09 -0.22
C -0.48 0.58 -0.20 -0.19
C 2.20 0.67 -0.66 -0.26
C 0.30 -0.51 0.20 0.07
C 1.66 -0.47 -0.07 -0.10
N 2.75 -2.57 0.70 0.13
N 3.57 0.41 -0.77 0.04
H -4.81 -0.47 1.18 0.12
H -4.99 1.75 -0.25 0.10
H -2.53 2.44 -1.01 0.12
H -0.14 -1.37 0.69 0.12
H 3.64 -2.94 1.00 0.10
H 1.88 -2.94 1.08 0.10
H 4.20 1.01 -1.28 0.15
```

As for the maximum force: 2.34 eV/A. The value obtained for the energy relative to the best compared isomer or geometry (same formula, charge and spin) is 0.00 kJ/mol. The calculation puts the HOMO-LUMO gap at 7.928 eV. The energy comes out at -696.1151 Eh. As for the structure (SMILES): Nc1n[nH]c2nnc(-c3ccco3)cc12. The LUMO energy is -0.0021 Eh.

=====

(3)
C10H23NO2 | wB97M-V/def2-TZVPD

XYZ file:
```
36
Properties=species:S:1:pos:R:3:lowdin_charge:R:1
C 0.63 -3.02 1.28 -0.07
C -0.09 -2.68 0.02 -0.28
O -1.50 -2.60 0.24 -0.15
C -2.18 -1.80 -0.72 -0.21
C -2.49 -0.40 -0.17 -0.17
C -1.77 0.75 -0.89 -0.21
C -1.97 2.06 -0.14 -0.18
C -0.98 2.36 1.02 -0.15
C 0.11 1.36 1.28 -0.22
O 1.23 1.64 0.44 -0.13
C 1.96 0.49 0.06 -0.25
C 3.30 0.87 -0.49 -0.26
N 3.16 1.82 -1.61 0.00
H 1.69 -2.80 1.13 0.07
H 0.29 -2.42 2.12 0.08
H 0.57 -4.07 1.50 0.07
H 0.10 -3.40 -0.77 0.12
H 0.26 -1.71 -0.34 0.08
H -3.11 -2.31 -0.92 0.11
H -1.64 -1.77 -1.67 0.12
H -2.27 -0.42 0.89 0.11
H -3.55 -0.22 -0.31 0.11
H -0.73 0.52 -1.10 0.09
H -2.27 0.85 -1.85 0.11
H -2.98 2.03 0.27 0.10
H -1.96 2.90 -0.82 0.10
H -0.52 3.32 0.83 0.11
H -1.56 2.46 1.94 0.11
H 0.45 1.50 2.31 0.12
H -0.21 0.33 1.20 0.10
H 2.10 -0.18 0.90 0.12
H 1.42 -0.01 -0.74 0.10
H 3.96 1.26 0.28 0.11
H 3.73 -0.07 -0.85 0.11
H 4.09 2.05 -1.94 0.06
H 2.73 1.31 -2.38 0.07
```

As for the maximum force: 0.85 eV/A. The value obtained for the energy relative to the best compared isomer or geometry (same formula, charge and spin) is 157.06 kJ/mol. The calculation puts the HOMO-LUMO gap at 10.206 eV. The energy comes out at -599.9980 Eh. As for the structure (SMILES): CCOCCCCCCOCCN. The LUMO energy is 0.0339 Eh.

=====

(4)
C33H102N2O17 | wB97M-V/def2-TZVPD

XYZ file:
```
154
Properties=species:S:1:pos:R:3:lowdin_charge:R:1
C 3.53 -0.40 -7.54 -0.17
O 2.65 -1.33 -8.15 -0.10
H 4.46 -0.25 -8.09 0.05
H 3.06 0.58 -7.50 0.09
H 3.77 -0.76 -6.53 0.06
H 3.21 -1.88 -8.70 0.07
C 5.09 3.17 -7.74 -0.16
O 3.94 3.43 -8.53 -0.11
H 5.86 2.66 -8.31 0.05
H 5.53 4.06 -7.28 0.07
H 4.78 2.56 -6.89 0.07
H 3.37 4.03 -8.04 0.08
C 7.02 -0.69 -13.76 -0.15
O 7.72 0.52 -14.04 -0.14
H 7.75 -1.49 -13.72 0.07
H 6.35 -0.63 -12.90 0.04
H 6.36 -0.83 -14.62 0.08
H 8.20 0.84 -13.26 0.02
C 13.34 3.63 -9.19 -0.17
O 13.72 3.79 -7.83 -0.11
H 12.53 2.92 -9.36 0.06
H 13.00 4.60 -9.57 0.08
H 14.19 3.32 -9.80 0.07
H 14.24 4.59 -7.77 0.08
C 4.96 0.44 -3.68 -0.17
O 4.10 -0.60 -3.31 -0.11
H 6.00 0.17 -3.45 0.06
H 4.95 0.60 -4.77 0.05
H 4.59 1.38 -3.28 0.08
H 4.45 -1.41 -3.71 0.05
C 14.23 0.32 -9.81 -0.08
C 13.77 -0.52 -8.62 -0.34
O 14.86 -0.84 -7.78 -0.06
H 14.98 1.00 -9.42 0.08
H 13.43 0.83 -10.34 0.05
H 14.73 -0.40 -10.46 0.08
H 13.26 -1.40 -9.00 0.10
H 13.03 0.10 -8.09 0.09
H 15.12 -1.75 -7.96 0.08
C 6.59 -4.65 -12.21 -0.08
C 7.51 -3.73 -11.43 -0.34
O 6.71 -2.64 -10.95 -0.14
H 5.77 -4.95 -11.56 0.07
H 7.07 -5.60 -12.46 0.07
H 6.28 -4.24 -13.17 0.07
H 8.36 -3.37 -12.01 0.10
H 7.86 -4.18 -10.49 0.10
H 7.36 -2.00 -10.54 0.02
C 10.84 0.15 -12.43 -0.06
C 10.32 1.53 -12.04 -0.28
O 8.95 1.47 -11.68 -0.13
H 10.97 -0.48 -11.55 0.05
H 11.79 0.25 -12.96 0.08
H 10.06 -0.31 -13.03 0.07
H 10.61 2.27 -12.80 0.12
H 10.86 1.77 -11.11 0.09
H 8.75 2.30 -11.21 0.06
C 11.10 -5.28 -10.26 -0.07
C 10.85 -3.97 -9.50 -0.30
O 10.61 -2.93 -10.44 -0.12
H 11.92 -5.21 -10.98 0.08
H 10.18 -5.58 -10.76 0.07
H 11.30 -6.07 -9.53 0.08
H 11.73 -3.71 -8.89 0.10
H 10.02 -4.05 -8.80 0.11
H 11.17 -3.12 -11.20 0.09
C 5.88 -4.05 -6.93 -0.07
C 5.80 -2.53 -6.85 -0.28
O 5.23 -2.17 -5.58 -0.11
H 4.92 -4.55 -6.76 0.08
H 6.46 -4.49 -6.11 0.08
H 6.27 -4.35 -7.90 0.07
H 5.21 -2.19 -7.70 0.09
H 6.82 -2.16 -6.83 0.10
H 4.34 -2.54 -5.57 0.09
C 10.30 3.47 -5.78 -0.08
C 10.78 3.64 -4.35 -0.31
O 10.37 4.90 -3.84 -0.08
H 10.63 4.36 -6.33 0.07
H 9.23 3.40 -5.99 0.05
H 10.83 2.60 -6.17 0.07
H 11.87 3.50 -4.35 0.11
H 10.34 2.90 -3.68 0.10
H 10.31 4.76 -2.89 0.08
C 6.43 3.95 -4.57 -0.08
C 7.17 4.20 -3.25 -0.30
O 6.19 4.28 -2.22 -0.08
H 7.10 3.92 -5.43 0.06
H 5.70 4.75 -4.71 0.08
H 5.85 3.03 -4.51 0.05
H 7.68 5.16 -3.38 0.10
H 7.95 3.48 -3.01 0.09
H 5.88 5.18 -2.17 0.08
C 11.30 -1.99 -5.80 -0.06
C 11.75 -3.11 -4.84 -0.26
O 10.54 -3.37 -4.10 -0.12
H 10.62 -2.41 -6.54 0.07
H 12.15 -1.55 -6.32 0.06
H 10.82 -1.16 -5.29 0.06
H 12.52 -2.81 -4.12 0.11
H 12.10 -4.07 -5.23 0.11
H 10.72 -4.16 -3.58 0.10
C 8.32 0.25 -1.74 -0.08
C 8.73 -0.82 -2.72 -0.31
O 9.61 -1.68 -2.01 -0.10
H 7.39 0.22 -1.17 0.08
H 8.41 1.26 -2.13 0.05
H 9.09 0.25 -0.97 0.08
H 9.38 -0.49 -3.54 0.09
H 7.90 -1.39 -3.16 0.11
H 9.91 -2.39 -2.59 0.03
C 9.78 4.72 -9.24 -0.08
C 8.33 4.85 -9.69 -0.28
O 7.95 3.67 -10.41 -0.09
H 9.95 3.81 -8.65 0.06
H 10.09 5.59 -8.66 0.08
H 10.40 4.65 -10.13 0.07
H 8.20 5.77 -10.26 0.12
H 7.69 4.97 -8.81 0.11
H 7.00 3.80 -10.52 0.11
C 10.13 0.28 -8.42 -0.03
C 8.71 -0.29 -8.57 -0.38
C 7.58 0.71 -8.28 -0.18
O 7.83 1.40 -7.07 -0.20
C 7.83 0.61 -5.89 -0.08
N 8.56 -0.80 -9.93 0.06
H 10.33 0.52 -7.37 0.06
H 10.27 1.20 -9.00 0.07
H 10.88 -0.39 -8.82 0.06
H 8.62 -1.16 -7.91 0.12
H 6.60 0.23 -8.35 0.11
H 7.56 1.42 -9.11 0.10
H 6.89 0.04 -5.87 0.08
H 7.86 1.28 -5.04 0.09
H 8.66 -0.11 -5.90 0.07
H 9.30 -1.46 -10.19 0.05
H 8.72 -0.03 -10.59 0.06
C 1.60 0.68 -14.00 -0.06
C 3.00 1.26 -14.18 -0.44
C 4.03 0.62 -13.23 -0.22
O 3.92 1.13 -11.92 -0.16
C 4.77 0.56 -10.97 -0.11
N 3.36 1.06 -15.58 0.03
H 1.13 1.15 -13.13 0.08
H 1.69 -0.40 -13.82 0.08
H 0.98 0.93 -14.86 0.07
H 2.98 2.33 -13.97 0.14
H 5.03 0.86 -13.57 0.10
H 3.91 -0.47 -13.27 0.13
H 4.55 1.04 -10.01 0.07
H 5.82 0.85 -11.12 0.08
H 4.64 -0.52 -10.84 0.09
H 4.37 1.18 -15.64 0.07
H 3.22 0.09 -15.84 0.07
```

As for the maximum force: 1.92 eV/A. The calculation puts the HOMO-LUMO gap at 9.249 eV. The energy comes out at -2706.8265 Eh. The LUMO energy is 0.0034 Eh.

=====

(5)
C4H6OS2 | wB97M-V/def2-TZVPD

XYZ file:
```
13
Properties=species:S:1:pos:R:3:lowdin_charge:R:1
C -0.10 1.18 0.01 -0.59
C 1.14 0.27 -0.23 -0.18
C 0.51 -0.83 0.66 -0.59
C -0.82 -0.12 0.40 -0.45
H -1.96 1.40 -1.37 -0.13
H 0.04 1.81 0.89 0.11
H 1.20 -0.05 -1.26 0.11
H 2.10 0.67 0.12 0.12
H 0.82 -0.73 1.71 0.11
H -0.72 -2.66 -0.06 -0.14
O -1.95 -0.51 0.25 0.09
S -0.85 2.14 -1.32 0.76
S 0.59 -2.57 0.19 0.77
```

As for the maximum force: 1.36 eV/A. The value obtained for the energy relative to the best compared isomer or geometry (same formula, charge and spin) is 96.07 kJ/mol. The calculation puts the HOMO-LUMO gap at 9.661 eV. The energy comes out at -1027.5950 Eh. As for the structure (SMILES): O=C1[C@H](S)C[C@@H]1S. The LUMO energy is 0.0145 Eh.

=====

(6)
C5H6N4O | wB97M-V/def2-TZVPD

XYZ file:
```
16
Properties=species:S:1:pos:R:3:lowdin_charge:R:1
C -1.86 -1.83 0.99 -0.12
C -1.89 -1.56 -1.13 -0.15
C -0.88 -0.89 0.74 -0.23
C 0.22 -0.23 1.38 0.01
C 1.01 0.53 0.63 -0.05
N -2.45 -2.23 -0.15 0.04
N -0.91 -0.76 -0.62 -0.13
N -0.05 0.07 -1.30 -0.07
N 2.18 1.11 0.31 0.09
O -0.52 1.35 -1.51 -0.08
H -2.20 -1.98 2.03 0.11
H -1.93 -1.72 -2.28 0.16
H 0.30 -0.26 2.43 0.11
H 2.31 2.03 -0.13 0.11
H 2.74 0.58 -0.41 0.14
H -1.45 1.22 -1.55 0.06
```

As for the maximum force: 4.56 eV/A. The value obtained for the energy relative to the best compared isomer or geometry (same formula, charge and spin) is 657.20 kJ/mol. The calculation puts the HOMO-LUMO gap (spin up / spin down) at 8.110 / 8.105 eV. The energy comes out at -488.1745 Eh. The LUMO energy (spin up / spin down) is 0.0140 / 0.0140 Eh.

=====

(7)
C31H46N4O4S | wB97M-V/def2-TZVPD

XYZ file:
```
86
Properties=species:S:1:pos:R:3:lowdin_charge:R:1
O -3.68 -1.22 4.89 0.07
N -2.56 -1.31 4.59 -0.04
O -1.76 -0.49 5.41 -0.09
C -0.44 -0.45 4.88 -0.15
C -0.24 0.63 3.85 -0.21
C 1.04 0.86 3.37 -0.05
C 1.26 1.82 2.39 -0.08
C 0.20 2.58 1.90 -0.46
C -1.08 2.36 2.38 -0.24
C -1.30 1.38 3.36 0.04
N -2.15 3.13 1.88 0.09
C -2.20 3.33 0.48 -0.26
C -3.39 3.21 -0.22 -0.03
C -3.41 3.41 -1.59 -0.09
C -2.24 3.72 -2.27 -0.09
C -1.05 3.83 -1.58 -0.09
C -1.03 3.65 -0.20 -0.45
S 0.46 3.85 0.71 1.05
H 0.23 -0.31 5.73 0.13
H -0.22 -1.42 4.43 0.12
H 1.88 0.28 3.75 0.12
H 2.26 2.00 2.01 0.11
H -2.30 1.20 3.73 0.11
H -3.04 2.81 2.23 0.13
H -4.30 2.96 0.32 0.11
H -4.34 3.32 -2.14 0.10
H -2.26 3.86 -3.35 0.10
H -0.12 4.06 -2.09 0.09
C 5.58 4.74 -2.96 -0.03
C 4.14 4.23 -2.80 -0.49
C 4.04 2.75 -3.16 -0.13
C 4.13 2.48 -4.66 -0.17
C 3.10 3.30 -5.43 -0.13
C 3.18 4.80 -5.13 -0.49
N 3.17 5.00 -3.65 -0.10
O 1.99 5.01 -3.16 -0.04
C 4.43 5.42 -5.79 -0.03
C 1.97 5.52 -5.72 -0.04
C 3.76 4.44 -1.34 -0.05
H 6.02 4.52 -3.93 0.06
H 5.63 5.81 -2.79 0.09
H 6.21 4.25 -2.21 0.09
H 3.08 2.36 -2.79 0.13
H 4.82 2.21 -2.62 0.12
H 5.14 2.69 -5.03 0.10
H 3.96 1.42 -4.85 0.11
H 3.21 3.16 -6.51 0.13
H 2.10 2.95 -5.16 0.12
H 4.65 6.40 -5.36 0.09
H 4.24 5.55 -6.85 0.09
H 5.32 4.80 -5.71 0.06
H 1.04 5.09 -5.36 0.08
H 2.00 5.43 -6.80 0.09
H 1.98 6.58 -5.45 0.09
H 3.74 5.50 -1.08 0.10
H 4.48 3.94 -0.70 0.09
H 2.77 4.03 -1.13 0.03
C -4.67 -5.72 2.53 -0.03
C -3.65 -6.71 1.95 -0.49
C -3.17 -7.70 3.02 -0.13
C -2.22 -7.08 4.04 -0.17
C -1.04 -6.41 3.34 -0.13
C -1.46 -5.38 2.28 -0.49
N -2.46 -6.02 1.36 -0.10
O -1.90 -6.69 0.43 -0.02
C -2.02 -4.11 2.95 -0.05
C -0.26 -4.95 1.45 -0.04
C -4.36 -7.47 0.83 -0.05
H -4.33 -5.21 3.42 0.06
H -4.93 -4.97 1.78 0.09
H -5.57 -6.27 2.79 0.09
H -2.66 -8.53 2.52 0.12
H -4.05 -8.12 3.52 0.12
H -2.75 -6.36 4.67 0.10
H -1.85 -7.85 4.71 0.11
H -0.39 -5.91 4.06 0.12
H -0.43 -7.18 2.85 0.13
H -2.58 -3.51 2.24 0.10
H -1.19 -3.51 3.32 0.06
H -2.66 -4.31 3.81 0.06
H 0.25 -5.80 1.00 0.08
H 0.44 -4.43 2.10 0.09
H -0.56 -4.27 0.65 0.09
H -4.63 -6.79 0.01 0.09
H -5.27 -7.91 1.23 0.09
H -3.74 -8.26 0.41 0.08
```

As for the maximum force: 0.85 eV/A. The calculation puts the HOMO-LUMO gap at 7.721 eV. The spin multiplicity is 3. Its expectation value of S² is 2.0082. The energy comes out at -2126.8262 Eh. The LUMO energy is 0.0026 Eh.